A molecular structure, CH3Br2ClOSi at a distorted geometry. Source: the Open Molecules 2025 dataset; level of theory: wB97M-V/def2-TZVPD.

Computed properties:
- energy relative to the best compared isomer or geometry (same formula, charge and spin) (kJ/mol) = 232.4
- max |F| (eV/A) = 4.80
- E_HOMO (eV) = -9.436
- molecular weight (g/mol) = 254.38
- multiplicity = 1
- LUMO level (eV) = -1.20

Positions of all 9 atoms, in Å:
C: 1.01 0.18 0.72
O: -0.06 -0.55 1.23
Si: -0.87 -0.92 2.54
Cl: -1.00 -2.88 2.72
Br: -0.31 0.08 4.40
Br: -3.67 0.14 2.58
H: 1.82 0.14 1.44
H: 0.91 1.19 0.50
H: 1.36 -0.51 -0.14



C19H21ClFN3O in the gas phase. Source: the Open Molecules 2025 dataset; level of theory: wB97M-V/def2-TZVPD.

Computed properties:
- energy relative to the best compared isomer or geometry (same formula, charge and spin) (kJ/mol) = 11.7
- max |F| (eV/A) = 0.45
- E_HOMO (eV) = -7.944
- molecular weight (g/mol) = 361.85
- multiplicity = 1
- LUMO level (eV) = 0.73

Positions of all 46 atoms, in Å:
O: -0.02 -0.93 3.96
C: -0.12 -1.22 2.78
C: 0.70 -2.33 2.13
N: 0.96 -2.04 0.73
C: 1.36 -3.19 -0.06
C: 1.13 -2.84 -1.55
N: 1.26 -1.41 -1.76
C: 0.19 -0.65 -2.18
C: -0.11 0.62 -1.67
C: -1.15 1.38 -2.17
C: -1.95 0.90 -3.19
C: -1.68 -0.35 -3.72
C: -0.63 -1.09 -3.23
F: -0.38 -2.28 -3.84
C: 2.29 -0.84 -0.92
C: 1.93 -0.97 0.58
N: -0.99 -0.63 1.93
C: -1.80 0.50 2.32
C: -1.24 1.80 1.79
C: -2.00 2.65 1.00
C: -1.46 3.83 0.51
C: -0.15 4.15 0.81
Cl: 0.54 5.61 0.18
C: 0.62 3.32 1.61
C: 0.07 2.15 2.10
H: 0.10 -3.25 2.19
H: 1.61 -2.49 2.72
H: 0.74 -4.04 0.20
H: 2.41 -3.46 0.12
H: 1.85 -3.37 -2.18
H: 0.13 -3.16 -1.84
H: 0.48 1.02 -0.86
H: -1.33 2.35 -1.75
H: -2.77 1.49 -3.57
H: -2.27 -0.75 -4.54
H: 3.21 -1.40 -1.13
H: 2.46 0.20 -1.19
H: 1.49 -0.05 0.96
H: 2.85 -1.17 1.16
H: -0.92 -0.88 0.96
H: -1.81 0.51 3.41
H: -2.82 0.35 1.95
H: -3.02 2.39 0.76
H: -2.05 4.49 -0.10
H: 1.64 3.59 1.85
H: 0.65 1.51 2.75